{"formula": "C28H16ClCoN6OS", "method": "wB97M-V/def2-TZVPD", "homo_ev": [-13.53, -13.52], "total_charge": 2, "lumo_ev": [-7.72, -7.72], "elements": ["Co", "Cl", "C", "C", "C", "C", "O", "C", "C", "N", "C", "C", "C", "C", "C", "C", "C", "C", "N", "C", "C", "H", "H", "H", "H", "H", "H", "H", "H", "H", "H", "S", "N", "C", "C", "C", "C", "C", "N", "C", "C", "N", "C", "C", "C", "C", "C", "N", "H", "H", "H", "H", "H", "H"], "xyz": [[1.167, 0.032, -0.828], [7.400, -0.022, 2.759], [6.056, -0.017, 1.688], [6.310, -0.001, 0.289], [5.305, 0.005, -0.631], [3.953, -0.008, -0.186], [3.000, -0.003, -1.037], [3.690, -0.025, 1.223], [2.384, -0.046, 1.699], [1.254, -0.046, 0.999], [0.010, -0.090, 1.622], [-0.258, 0.064, 2.987], [-1.571, 0.160, 3.400], [-2.643, 0.142, 2.503], [-2.376, -0.057, 1.173], [-3.383, -0.061, 0.097], [-2.688, 0.122, -2.449], [-1.382, 0.039, -2.695], [-0.611, 0.090, -1.562], [-1.065, -0.213, 0.705], [4.778, -0.028, 2.153], [7.340, 0.007, -0.041], [5.519, 0.019, -1.689], [2.257, -0.077, 2.775], [0.515, 0.158, 3.734], [-1.769, 0.294, 4.454], [-3.652, 0.276, 2.865], [-4.381, 0.044, 0.515], [-3.396, 0.070, -3.263], [-0.952, -0.175, -3.664], [4.568, -0.042, 3.212], [-5.395, -0.132, -1.723], [-4.590, 1.189, -1.551], [-3.216, 0.964, -1.158], [-2.089, 1.947, -0.944], [-2.006, 3.305, -0.994], [-0.738, 3.919, -0.879], [0.413, 3.173, -0.745], [0.365, 1.828, -0.666], [-0.858, 1.232, -0.739], [-0.957, -1.234, -0.398], [0.305, -1.843, -0.565], [0.392, -3.104, -0.845], [-0.757, -3.927, -1.073], [-1.993, -3.367, -1.110], [-2.173, -2.006, -0.738], [-3.309, -1.214, -0.835], [-4.548, -1.429, -1.412], [-2.886, 3.910, -1.170], [-0.659, 4.994, -0.938], [1.396, 3.621, -0.702], [1.396, -3.496, -0.965], [-0.620, -4.978, -1.276], [-2.854, -3.964, -1.381]], "forces_ev_per_a": [[1.422, -0.666, -0.628], [-0.010, 0.000, 0.055], [-0.131, -0.003, -0.009], [0.052, -0.005, 0.252], [-0.587, 0.002, 0.225], [1.010, 0.027, 0.770], [-1.609, 0.066, -0.519], [0.223, 0.008, -0.273], [-0.318, -0.060, -0.295], [0.748, 0.083, 1.112], [-0.403, 0.071, -0.105], [0.147, 0.235, -0.518], [-0.319, 0.010, 0.087], [0.133, 0.262, 0.108], [-0.049, 0.350, -0.364], [0.722, 0.958, -0.226], [0.114, 1.393, -0.458], [-0.344, -0.690, -0.412], [0.050, -0.956, 0.802], [-0.073, -1.693, 2.318], [0.086, 0.008, -0.304], [0.025, 0.000, -0.007], [-0.076, 0.000, -0.058], [0.042, -0.015, 0.032], [0.120, -0.004, -0.062], [-0.029, -0.027, 0.047], [-0.060, 0.025, -0.030], [0.071, 0.087, 0.012], [0.042, -0.093, -0.046], [0.033, -0.323, 0.059], [0.050, 0.002, 0.076], [0.381, -0.038, 0.229], [-0.328, -0.054, -0.056], [0.326, -0.919, -0.071], [0.060, -0.585, 0.790], [0.188, 0.413, 0.213], [-0.130, 0.010, -0.007], [0.141, -0.172, 0.609], [-1.019, 0.491, -0.534], [-0.070, 2.646, -1.939], [-0.308, -0.067, -0.722], [0.069, 0.324, 0.223], [-0.368, -0.366, -0.411], [0.390, -0.063, 0.022], [-0.034, 0.276, -0.269], [0.912, 0.042, -0.362], [-1.102, -1.263, 1.271], [-0.182, 0.231, -0.583], [-0.006, 0.018, 0.005], [0.026, 0.020, -0.035], [-0.007, 0.084, -0.016], [-0.029, -0.100, -0.034], [0.072, -0.016, 0.009], [-0.068, 0.034, 0.027]]}



{"formula": "C28H16F4N6OPdSSe", "method": "wB97M-V/def2-TZVPD", "e_above_lowest_ev": 2.790, "homo_ev": -13.51, "total_charge": 2, "lumo_ev": -9.87, "elements": ["Pd", "C", "C", "C", "C", "N", "C", "C", "C", "C", "C", "C", "C", "H", "H", "H", "H", "H", "H", "H", "H", "O", "S", "C", "C", "C", "C", "H", "H", "H", "H", "H", "H", "H", "H", "F", "C", "C", "F", "C", "C", "C", "F", "C", "C", "C", "N", "C", "N", "F", "C", "C", "N", "C", "N", "Se", "C", "N"], "xyz": [[0.479, 0.154, -0.187], [2.511, -3.217, 1.540], [3.001, -3.779, 0.365], [2.665, -3.220, -0.857], [1.842, -2.108, -0.863], [1.397, -1.562, 0.283], [1.712, -2.096, 1.467], [1.351, -1.357, -2.024], [2.154, -1.019, -3.124], [1.729, -0.151, -4.091], [0.586, 0.690, -3.776], [-0.417, -0.090, -3.086], [-0.039, -0.978, -2.074], [2.741, -3.646, 2.504], [3.633, -4.656, 0.405], [3.012, -3.644, -1.789], [1.299, -1.625, 2.347], [3.141, -1.460, -3.203], [2.335, 0.032, -4.970], [0.863, 2.204, -5.230], [-1.469, 0.079, -3.283], [0.605, 1.119, 1.604], [-0.045, 0.618, 2.922], [-1.689, 1.352, 3.018], [-1.782, 1.868, 4.449], [-0.470, 2.608, 4.714], [0.665, 1.732, 4.172], [-2.421, 0.597, 2.744], [-1.685, 2.166, 2.290], [-1.906, 1.036, 5.146], [-2.651, 2.514, 4.562], [-0.326, 2.801, 5.775], [-0.472, 3.570, 4.201], [1.120, 1.101, 4.933], [1.450, 2.278, 3.651], [-1.949, 4.723, -5.200], [-1.554, 3.492, -5.430], [-1.725, 2.980, -6.658], [-2.270, 3.705, -7.610], [-1.345, 1.613, -7.004], [-0.502, 0.983, -6.059], [-0.006, 1.635, -4.828], [1.240, 1.843, -2.944], [-0.961, 2.726, -4.334], [-1.254, 3.061, -3.053], [-0.784, 2.358, -1.889], [-0.489, 1.797, -0.936], [-2.172, 4.108, -2.696], [-2.889, 4.920, -2.315], [-0.062, -0.188, -6.302], [-1.746, 0.970, -8.163], [-2.644, 1.561, -9.096], [-3.411, 1.971, -9.849], [-1.327, -0.343, -8.521], [-0.990, -1.405, -8.809], [-1.430, -2.264, -1.617], [-1.684, -1.823, 0.156], [-1.873, -1.539, 1.256]], "forces_ev_per_a": [[0.037, -0.315, 0.255], [0.023, -0.039, -0.039], [-0.017, 0.023, 0.045], [-0.013, 0.014, 0.012], [-0.005, 0.019, 0.045], [0.055, 0.081, -0.029], [-0.027, 0.020, 0.004], [-0.182, 0.061, 0.213], [0.026, 0.056, -0.131], [0.035, -0.031, 0.094], [-0.038, -0.134, -0.031], [-0.089, 0.026, -0.029], [0.125, 0.056, -0.516], [0.001, -0.001, -0.001], [-0.003, -0.002, 0.001], [0.006, 0.002, -0.001], [0.005, 0.002, -0.017], [-0.001, -0.006, -0.006], [0.003, 0.009, 0.007], [-0.001, 0.001, 0.004], [0.007, 0.027, 0.016], [0.094, 0.063, -0.032], [-0.008, -0.064, -0.011], [-0.006, 0.007, 0.034], [-0.004, 0.012, 0.003], [0.006, -0.013, 0.015], [-0.015, 0.033, -0.025], [0.002, -0.008, -0.002], [0.000, -0.009, -0.006], [0.002, -0.005, -0.005], [0.001, 0.003, 0.005], [0.013, 0.024, -0.002], [-0.010, -0.010, -0.025], [-0.033, -0.028, 0.008], [0.019, -0.007, 0.026], [-0.005, 0.001, -0.012], [0.012, -0.015, 0.026], [0.003, -0.012, 0.002], [-0.002, 0.001, -0.003], [-0.006, 0.000, -0.003], [-0.012, 0.014, 0.002], [0.015, 0.016, -0.026], [0.049, 0.018, -0.013], [-0.024, 0.022, 0.021], [-0.018, -0.141, -0.087], [0.010, 0.169, 0.166], [-0.079, 0.005, -0.115], [0.068, 0.056, 0.009], [-0.040, -0.036, 0.003], [0.017, 0.002, 0.003], [-0.004, -0.006, -0.063], [-0.042, 0.027, 0.062], [0.025, -0.015, -0.033], [0.051, -0.008, 0.080], [-0.029, 0.003, -0.044], [0.094, -0.047, 0.090], [-0.137, 0.079, 0.044], [0.044, -0.001, 0.012]]}



{"formula": "C28H17BiF8N3O2S2", "method": "wB97M-V/def2-TZVPD", "e_above_lowest_ev": 0.748, "homo_ev": -4.82, "total_charge": -1, "lumo_ev": 2.47, "elements": ["Bi", "O", "C", "C", "C", "C", "C", "C", "C", "N", "C", "C", "N", "C", "C", "C", "C", "C", "C", "C", "O", "H", "H", "H", "H", "H", "H", "H", "H", "H", "H", "H", "H", "H", "H", "F", "C", "C", "F", "C", "F", "C", "S", "C", "F", "C", "F", "F", "C", "F", "F", "C", "C", "C", "C", "N", "C", "S", "H", "H", "H"], "xyz": [[-9.141, 13.569, 6.850], [-9.562, 14.095, 9.062], [-8.842, 14.113, 10.163], [-8.925, 15.242, 11.041], [-8.304, 15.185, 12.262], [-7.560, 14.070, 12.669], [-7.424, 13.047, 11.777], [-8.079, 12.998, 10.550], [-7.832, 11.888, 9.733], [-8.071, 11.760, 8.486], [-7.579, 10.509, 7.918], [-8.637, 9.892, 7.091], [-9.048, 10.747, 5.972], [-9.122, 10.246, 4.787], [-9.612, 10.900, 3.540], [-10.110, 10.108, 2.489], [-10.784, 10.653, 1.415], [-10.919, 12.045, 1.297], [-10.458, 12.853, 2.355], [-9.731, 12.319, 3.468], [-9.360, 13.087, 4.421], [-9.412, 16.111, 10.690], [-8.305, 16.068, 12.926], [-7.010, 14.102, 13.548], [-6.776, 12.181, 12.041], [-7.351, 11.051, 10.267], [-7.208, 9.744, 8.663], [-6.746, 10.773, 7.285], [-9.525, 9.752, 7.738], [-8.373, 8.850, 6.682], [-8.862, 9.133, 4.648], [-9.957, 9.040, 2.606], [-11.290, 10.006, 0.704], [-11.433, 12.516, 0.493], [-10.558, 13.905, 2.349], [-2.918, 11.206, 9.363], [-3.817, 12.036, 8.817], [-4.184, 11.892, 7.514], [-3.788, 10.775, 6.856], [-5.095, 12.758, 6.917], [-5.449, 12.429, 5.642], [-5.670, 13.805, 7.549], [-6.751, 14.966, 6.754], [-5.209, 13.997, 8.864], [-5.614, 15.024, 9.627], [-4.364, 13.089, 9.507], [-4.050, 13.223, 10.841], [-14.504, 15.235, 3.320], [-13.425, 15.507, 4.084], [-12.544, 16.093, 3.351], [-13.884, 16.432, 5.031], [-12.879, 14.235, 4.729], [-13.593, 13.089, 4.515], [-13.357, 11.938, 5.192], [-12.286, 11.981, 6.099], [-11.665, 13.084, 6.393], [-11.855, 14.243, 5.698], [-10.834, 15.554, 6.111], [-14.380, 13.168, 3.791], [-13.991, 11.047, 5.074], [-11.990, 11.206, 6.788]], "forces_ev_per_a": [[-0.022, -0.311, -0.165], [0.515, 0.339, 0.109], [-1.362, 0.405, -0.908], [0.763, -1.435, -0.012], [0.144, 0.900, 0.452], [-0.601, 0.382, -1.615], [0.711, -1.470, 0.902], [0.019, 1.541, 0.758], [0.176, -1.086, -0.485], [0.515, -0.726, 0.427], [0.638, -0.159, 0.376], [-1.508, -1.784, -1.729], [0.174, -0.115, -0.552], [-0.020, -0.799, -0.077], [0.285, -0.094, 0.693], [0.297, 0.201, 0.724], [-0.193, -0.275, -0.501], [0.679, 0.456, 2.515], [0.534, -1.625, -1.127], [-1.038, 0.043, 0.594], [0.385, 0.449, 0.051], [-0.596, 0.686, -0.261], [-0.198, -0.476, -0.406], [0.806, -0.078, 1.558], [-0.469, 0.637, -0.151], [0.039, 0.086, -0.146], [-0.380, 0.911, -0.354], [0.474, -0.070, -0.346], [0.230, 0.003, -0.235], [0.006, 1.203, 0.706], [-0.301, 1.193, 0.174], [-0.281, -0.113, -0.233], [0.345, 0.006, -0.086], [-0.363, 0.087, -0.584], [-0.201, 1.020, -0.127], [-0.321, 0.059, 0.122], [0.486, -0.058, 0.160], [-0.419, -0.973, -1.000], [0.045, 0.587, 0.047], [0.436, -1.908, -1.682], [0.180, 0.317, 0.795], [-0.306, 1.934, 0.963], [0.009, -0.273, 0.207], [-0.002, -0.402, 1.014], [-0.100, -0.176, -0.492], [-0.063, 0.839, 1.268], [-0.272, 0.123, -1.355], [-0.046, 0.214, -0.161], [-0.797, -0.760, 2.089], [1.185, 1.260, -1.212], [0.582, -0.992, -0.916], [-0.167, 1.319, 0.633], [-0.764, 0.372, -0.664], [0.717, -1.629, 0.836], [-1.438, -0.373, 0.363], [1.276, 1.546, -0.503], [-0.669, -0.747, -0.044], [0.290, 0.415, 0.122], [-0.366, -0.305, -0.126], [0.567, 0.442, -0.054], [-0.247, -0.759, -0.346]]}



{"formula": "C28H18B3IO8", "method": "wB97M-V/def2-TZVPD", "smiles": "O=C1c2ccccc2C(=O)c2ccccc21.O=C1c2ccccc2C(=O)c2ccccc21.OB1OBOB(I)O1", "homo_ev": -9.73, "total_charge": 0, "lumo_ev": -0.99, "elements": ["O", "C", "C", "C", "C", "C", "C", "C", "C", "O", "C", "C", "C", "C", "C", "C", "H", "H", "H", "H", "H", "H", "H", "H", "O", "C", "C", "C", "C", "C", "C", "C", "C", "O", "C", "C", "C", "C", "C", "C", "H", "H", "H", "H", "H", "H", "H", "H", "O", "B", "O", "B", "O", "B", "I", "O", "H", "H"], "xyz": [[-1.540, 5.225, 3.254], [-1.219, 4.373, 2.455], [0.120, 4.393, 1.797], [1.019, 5.398, 2.134], [2.276, 5.425, 1.555], [2.645, 4.448, 0.635], [1.749, 3.451, 0.291], [0.485, 3.419, 0.867], [-0.462, 2.339, 0.468], [-0.159, 1.515, -0.372], [-1.790, 2.300, 1.144], [-2.679, 1.278, 0.827], [-3.906, 1.207, 1.462], [-4.255, 2.158, 2.414], [-3.379, 3.183, 2.729], [-2.143, 3.258, 2.096], [0.712, 6.144, 2.854], [2.977, 6.205, 1.822], [3.630, 4.464, 0.190], [2.015, 2.682, -0.422], [-2.393, 0.545, 0.087], [-4.590, 0.405, 1.218], [-5.214, 2.097, 2.912], [-3.629, 3.935, 3.465], [-1.189, -5.779, -3.432], [-1.470, -5.063, -2.496], [-2.452, -5.498, -1.458], [-3.026, -6.760, -1.566], [-3.925, -7.195, -0.608], [-4.257, -6.373, 0.463], [-3.695, -5.113, 0.572], [-2.793, -4.670, -0.388], [-2.212, -3.301, -0.255], [-2.551, -2.560, 0.643], [-1.206, -2.881, -1.271], [-0.617, -1.629, -1.151], [0.316, -1.207, -2.082], [0.672, -2.040, -3.137], [0.093, -3.293, -3.261], [-0.850, -3.717, -2.331], [-2.751, -7.381, -2.408], [-4.370, -8.178, -0.693], [-4.956, -6.719, 1.214], [-3.940, -4.454, 1.394], [-0.895, -0.991, -0.326], [0.751, -0.222, -1.976], [1.402, -1.711, -3.865], [0.352, -3.958, -4.073], [5.703, 3.982, -1.597], [5.850, 2.767, -1.012], [5.059, 2.397, 0.066], [5.649, 1.606, 1.030], [6.542, 0.643, 0.593], [7.372, 1.076, -0.412], [9.446, 0.656, -0.361], [6.853, 1.877, -1.396], [5.358, 4.040, -2.487], [5.469, 1.805, 2.185]], "forces_ev_per_a": [[-0.004, 0.013, 0.012], [0.018, -0.050, -0.048], [-0.011, 0.013, 0.031], [0.012, -0.007, 0.005], [-0.032, 0.000, 0.009], [-0.016, 0.074, 0.000], [0.023, -0.011, -0.007], [-0.014, -0.007, -0.032], [-0.053, 0.012, 0.055], [0.024, -0.004, -0.002], [0.027, -0.024, -0.019], [0.003, 0.011, 0.009], [0.001, -0.007, -0.012], [0.000, 0.013, 0.010], [-0.006, -0.006, -0.004], [0.005, 0.031, 0.019], [0.005, -0.005, 0.002], [-0.004, 0.002, -0.006], [-0.008, 0.002, 0.007], [0.004, 0.002, 0.005], [-0.019, -0.001, 0.004], [0.010, -0.008, 0.007], [0.000, 0.002, -0.005], [-0.003, 0.001, -0.006], [0.009, -0.012, -0.008], [-0.023, 0.044, 0.053], [0.024, -0.012, -0.027], [-0.005, -0.006, 0.008], [0.007, -0.003, -0.015], [0.000, 0.014, 0.011], [-0.009, -0.008, -0.004], [0.001, 0.031, 0.025], [0.008, -0.044, -0.062], [-0.017, 0.019, 0.002], [0.005, -0.004, 0.048], [0.001, 0.020, 0.000], [0.003, 0.028, 0.000], [-0.011, -0.037, 0.005], [-0.010, 0.019, -0.006], [-0.006, -0.024, -0.033], [0.003, -0.002, 0.006], [0.002, 0.001, 0.003], [-0.003, 0.001, -0.005], [-0.004, -0.002, -0.004], [0.026, -0.010, 0.007], [0.016, -0.006, -0.017], [-0.001, -0.002, 0.001], [-0.001, 0.005, -0.001], [-0.482, -0.061, 0.173], [-0.201, -0.648, -0.250], [0.488, 0.735, 0.422], [-0.386, -0.320, -0.351], [0.678, 0.415, 0.593], [-0.567, -0.394, -0.386], [0.064, -0.162, -0.082], [0.444, 0.586, 0.147], [0.229, 0.022, -0.263], [-0.243, -0.229, -0.023]]}



Number 1: E -101245.9781 eV. Number 2: E -130791.1040 eV. Number 3: E -87129.4081 eV. Number 4: E -55848.0916 eV.